1.
{"formula": "H3PS", "method": "ωB97M-V/def2-TZVPD", "mol_weight_g_mol": 66.06, "gap_ev": 9.7, "max_force_ev_per_a": 2.04, "e_lumo_ha": 0.026, "e_homo_ev": -8.947, "relative_energy_ev": 0.391, "charge": 0, "total_energy_ha": -741.3064, "smiles": "[PH3]=S", "species": ["P", "S", "H", "H", "H"], "xyz": [[-0.0216, 0.0683, -0.0189], [0.5001, -1.5135, -0.9771], [-1.0256, -0.1983, 0.9128], [1.0919, 0.5342, 0.8520], [-0.5449, 1.1093, -0.7688]]}



2.
{"formula": "C18H19N3O3SV", "method": "ωB97M-V/def2-TZVPD", "mol_weight_g_mol": 408.38, "gap_ev": [7.3, 9.1], "max_force_ev_per_a": 1.15, "s2": 3.760, "e_lumo_ha": [0.003, -0.001], "e_homo_ev": [-7.196, -9.097], "charge": 0, "total_energy_ha": -2429.6063, "spin_multiplicity": 4, "species": ["V", "C", "C", "N", "C", "C", "C", "S", "N", "C", "O", "C", "C", "C", "C", "C", "C", "H", "H", "H", "H", "H", "H", "H", "H", "H", "H", "H", "H", "H", "H", "H", "O", "C", "O", "C", "C", "C", "C", "C", "N", "H", "H", "H", "H"], "xyz": [[0.3515, 0.9661, 1.8353], [-2.0975, 0.7205, -4.0464], [-0.6421, 0.4333, -3.7329], [-0.1207, 1.3149, -2.6759], [0.5484, 2.5273, -3.1625], [2.0270, 2.3146, -3.4205], [-0.2491, 1.0148, -1.3822], [0.4880, 2.0869, -0.2209], [-0.9858, -0.1095, -1.1648], [-0.9623, -0.8186, -0.0606], [-0.1999, -0.6866, 0.9474], [-1.9329, -1.9679, 0.0254], [-2.0301, -2.6938, 1.2056], [-2.9261, -3.7494, 1.3082], [-3.7277, -4.0841, 0.2248], [-3.6341, -3.3599, -0.9573], [-2.7393, -2.3036, -1.0552], [-2.4637, 0.0465, -4.8235], [-2.2343, 1.7432, -4.4051], [-2.7094, 0.5844, -3.1552], [-0.0113, 0.6135, -4.6049], [-0.4981, -0.6019, -3.4398], [0.3843, 3.3250, -2.4442], [0.0285, 2.8122, -4.0793], [2.5484, 2.0834, -2.4912], [2.4733, 3.2145, -3.8472], [2.1941, 1.4951, -4.1230], [-1.4040, -2.4270, 2.0449], [-2.9983, -4.3071, 2.2332], [-4.4277, -4.9070, 0.3009], [-4.2588, -3.6179, -1.8028], [-2.6583, -1.7317, -1.9705], [0.4919, 2.6332, 5.3830], [0.5903, 1.9245, 4.4152], [-0.3396, 1.6485, 3.5234], [1.9137, 1.1932, 4.1334], [2.9894, 1.3030, 4.9894], [4.1302, 0.5718, 4.7076], [4.1596, -0.2383, 3.5851], [3.0485, -0.2747, 2.7619], [1.9457, 0.4297, 3.0316], [2.8962, 1.9493, 5.8507], [4.9914, 0.6319, 5.3616], [5.0293, -0.8298, 3.3361], [3.0213, -0.8728, 1.8607]]}



3.
{"formula": "H4OP2S", "method": "ωB97M-V/def2-TZVPD", "mol_weight_g_mol": 114.05, "gap_ev": 8.9, "max_force_ev_per_a": 2.98, "e_lumo_ha": 0.003, "e_homo_ev": -8.770, "relative_energy_ev": 2.516, "charge": 0, "total_energy_ha": -1158.4415, "smiles": "O=S(P)#[PH2]", "species": ["O", "P", "P", "S", "H", "H", "H", "H"], "xyz": [[0.0696, -1.8956, -0.4818], [-1.5893, 0.6093, 0.3217], [1.6815, 0.4567, 0.4564], [0.0241, -0.4779, -0.6947], [-2.5481, -0.2522, -0.1771], [-1.4070, -0.0865, 1.4286], [2.6952, 0.1253, -0.5608], [1.0741, 1.5207, -0.2922]]}



4.
{"formula": "C6H6F2O", "method": "ωB97M-V/def2-TZVPD", "mol_weight_g_mol": 132.11, "gap_ev": 10.1, "max_force_ev_per_a": 2.86, "e_lumo_ha": 0.028, "e_homo_ev": -9.329, "relative_energy_ev": 0.681, "charge": 0, "total_energy_ha": -507.1724, "smiles": "Fc1ccccc1F.O", "species": ["F", "F", "C", "C", "C", "C", "C", "C", "H", "H", "H", "H", "O", "H", "H"], "xyz": [[2.0237, 1.2611, 2.2977], [-0.6230, 0.9469, 1.4115], [2.5519, 0.0174, -1.0651], [1.2605, -0.1956, -1.5508], [2.8638, 0.5172, 0.2310], [0.1426, 0.0687, -0.6795], [1.7617, 0.8302, 1.0579], [0.4148, 0.6682, 0.6187], [3.4343, 0.0323, -1.7183], [1.1367, -0.6359, -2.5490], [3.8943, 0.7192, 0.5517], [-0.8683, -0.0626, -1.0876], [-5.7622, -1.6598, 1.0065], [-6.7054, -1.7618, 0.7453], [-5.5257, -0.7455, 0.7300]]}



5.
{"formula": "H30O15", "method": "ωB97M-V/def2-TZVPD", "mol_weight_g_mol": 270.23, "gap_ev": 8.3, "max_force_ev_per_a": 4.02, "e_lumo_ha": -0.029, "e_homo_ev": -9.147, "relative_energy_ev": 2.409, "charge": 0, "total_energy_ha": -1146.5515, "species": ["O", "H", "H", "O", "H", "H", "O", "H", "H", "O", "H", "H", "O", "H", "H", "O", "H", "H", "O", "H", "H", "O", "H", "H", "O", "H", "H", "O", "H", "H", "O", "H", "H", "O", "H", "H", "O", "H", "H", "O", "H", "H", "O", "H", "H"], "xyz": [[-15.2496, 14.5734, -8.3610], [-14.5403, 14.7875, -9.0084], [-15.8329, 14.0728, -8.8609], [-13.6631, 12.1301, -6.5198], [-13.2860, 12.7149, -7.1387], [-13.6357, 11.2446, -6.9561], [-10.6991, 16.2199, -9.3941], [-10.0512, 16.8700, -9.1069], [-10.9011, 16.5316, -10.2952], [-13.0254, 16.8744, -7.8234], [-13.8922, 17.3399, -8.0143], [-12.7005, 16.4110, -8.5930], [-10.9956, 10.4588, -7.2737], [-10.2280, 9.9369, -7.4195], [-11.1462, 10.8195, -8.1343], [-13.2839, 15.1603, -10.0502], [-13.9630, 15.3853, -10.6842], [-12.6052, 14.6704, -10.5611], [-10.8341, 16.1068, -6.1818], [-11.4152, 15.7109, -6.8848], [-10.8320, 15.4313, -5.5361], [-8.2896, 14.5577, -5.5242], [-8.7534, 14.1354, -6.2242], [-8.5301, 15.5048, -5.5257], [-8.6425, 14.2853, -9.4473], [-7.8660, 14.7375, -9.7375], [-9.3694, 14.8279, -9.4019], [-13.0209, 11.7909, -9.6686], [-13.9842, 11.7349, -9.7733], [-12.6834, 11.0737, -10.1999], [-11.1028, 13.9687, -11.4045], [-10.3363, 14.3286, -11.8151], [-11.4637, 13.3522, -12.0238], [-9.1980, 12.7158, -7.3884], [-8.7033, 11.9838, -7.0366], [-8.7837, 12.8704, -8.2556], [-10.4793, 11.0475, -10.0607], [-10.5190, 12.0369, -10.0517], [-9.5972, 10.8011, -9.9365], [-11.7190, 13.8057, -7.6895], [-11.9055, 13.9249, -8.5939], [-10.8450, 13.4284, -7.6635], [-14.0205, 14.8358, -5.8189], [-13.4703, 15.2706, -5.1893], [-13.7602, 15.1596, -6.6907]]}



6.
{"formula": "C4H8N2O", "method": "ωB97M-V/def2-TZVPD", "mol_weight_g_mol": 100.12, "gap_ev": [7.6, 9.9], "max_force_ev_per_a": 3.07, "e_lumo_ha": [-0.024, -0.014], "e_homo_ev": [-8.207, -10.288], "relative_energy_ev": 5.246, "charge": 0, "total_energy_ha": -341.8109, "species": ["C", "C", "C", "C", "N", "N", "O", "H", "H", "H", "H", "H", "H", "H", "H"], "xyz": [[-1.0916, -1.2094, -0.7481], [0.0185, 1.7097, -0.1669], [0.6751, 0.5241, -0.9233], [0.2593, -0.8120, -0.4529], [-2.2419, -1.3093, -0.8229], [-0.5255, -0.2350, 1.8123], [1.2574, -1.7909, -0.2602], [-0.1308, 1.4685, 0.9317], [-0.9804, 2.0141, -0.6167], [0.5607, 2.5731, -0.2831], [0.4112, 0.6626, -1.9173], [1.7776, 0.5931, -0.8011], [0.3364, -0.6209, 2.1716], [-1.1911, -0.8638, 2.3019], [0.8651, -2.7039, -0.2251]]}